Here is 4 unconnected molecules or ions with the total composition C3H12O3 in a non-equilibrium geometry from OMol25. Energies are from ωB97M-V/def2-TZVPD.

Expectation value of S²: 0.753
Largest force on an atom (eV Å⁻¹): 1.7
Charge: +1
E_LUMO (spin up / spin down) (eV): -5.4 / -9.2
Frontier orbital gap (spin up / spin down) (eV): 8.83 / 5.09
Multiplicity: 2

The geometry in XYZ format:
```
18
Properties=species:S:1:pos:R:3:forces:R:3
C -1.685322 0.141170 -0.752200 1.52 0.22 -0.77
C -2.690358 -0.648265 -0.118785 -0.04 -0.21 0.02
C -3.344546 -0.201840 1.031147 -0.42 0.55 0.75
H -1.715441 1.223292 -0.644073 -0.27 0.00 0.38
H -1.345540 -0.103004 -1.764781 -0.77 -0.29 -0.16
H -0.699562 -0.176592 -0.295812 -0.46 -0.07 0.30
H -2.939241 -1.650040 -0.449316 0.22 -0.07 -0.22
H -4.115051 -0.753202 1.555150 0.01 -0.31 -0.27
H -3.106299 0.753550 1.486160 0.18 0.06 -0.17
H 1.221577 -0.663682 0.646375 0.53 -0.56 -0.51
H 0.443699 0.537157 1.118210 -0.27 0.66 0.17
O 1.185818 -0.010780 1.348648 -0.10 0.03 0.70
H 2.048951 -0.169680 -1.315580 0.20 -0.47 0.22
H 2.702106 -1.544578 -1.148325 0.06 -0.13 0.00
O 1.861864 -1.091071 -1.038057 -0.30 0.56 -0.41
H 3.593872 2.123196 -0.139602 -0.48 -0.39 -0.27
H 2.653263 1.062864 0.449691 -0.23 -0.35 0.82
O 2.856564 1.523882 -0.357485 0.63 0.77 -0.58
```
Positions in Å, forces in eV/Å.

natural (NBO) population analysis, charges in e, atoms 1 to 5: -0.749, 0.113, -0.027, 0.280, 0.312

***

Here is a molecular structure, C44H45GeN6O3S3Tl in a non-equilibrium geometry from OMol25. Energies are from ωB97M-V/def2-TZVPD.

Largest force on an atom (eV Å⁻¹): 3.0
Charge: +2
E_LUMO (spin up / spin down) (eV): -8.9 / -8.9
Frontier orbital gap (spin up / spin down) (eV): 3.99 / 3.99

The geometry in XYZ format:
```
103
Properties=species:S:1:pos:R:3:forces:R:3
Tl -0.479913 1.060089 1.323413 0.05 -0.42 0.08
C -2.791901 -2.664066 5.557543 -0.98 0.42 -0.30
C -1.631940 -1.995221 6.269481 0.18 -0.39 0.46
N -1.473360 -0.633372 5.801144 0.84 1.19 -0.54
C -0.493885 -0.168419 4.970632 0.15 -1.10 0.30
S -0.712464 1.611001 4.741621 -0.54 -0.73 -1.16
N 0.366048 -1.010502 4.409090 -1.78 0.55 0.96
N 1.128509 -0.591028 3.412040 0.61 0.53 -1.38
C 2.055914 -1.361987 2.907990 -0.95 -0.68 0.82
C 2.317150 -2.771401 3.448618 -0.64 0.37 0.60
C 2.815587 -0.913862 1.742843 0.90 0.52 -1.54
C 3.861027 -1.703075 1.188543 -1.24 0.68 1.11
C 4.540946 -1.253540 0.064778 0.21 -0.16 -0.10
C 4.184819 -0.055361 -0.535232 -0.22 -0.19 0.69
C 3.145639 0.647022 0.093447 -0.07 1.13 -0.97
N 2.488901 0.273941 1.173686 -0.40 -1.01 0.24
H -2.939107 -3.709195 5.840502 0.26 0.11 -0.01
H -2.575476 -2.589858 4.474118 -0.33 -0.20 0.42
H -3.771587 -2.149957 5.767801 0.97 -0.34 -0.25
H -0.704098 -2.523984 6.035534 -0.13 0.07 0.26
H -1.760113 -1.927481 7.369559 0.07 -0.31 -0.62
H -2.150923 0.040051 6.154118 0.49 -0.15 -0.12
H 1.624805 -2.893558 4.296679 0.36 -0.19 -0.37
H 3.332231 -2.894261 3.839449 -0.10 0.08 -0.19
H 2.112179 -3.574600 2.706397 0.18 0.72 0.27
H 4.096572 -2.623686 1.712275 0.24 0.08 -0.38
H 5.354530 -1.853774 -0.323109 -0.03 0.03 -0.08
H 4.698553 0.315701 -1.425969 -0.34 -0.06 0.38
H 2.786683 1.596962 -0.334479 0.32 -0.42 0.19
Ge 0.325170 4.353144 2.982505 0.00 -0.01 -0.03
C 1.644994 4.440236 1.553959 0.24 -0.55 1.20
C 2.959475 4.075838 1.864125 -0.14 0.26 -1.01
C 4.000080 4.419630 1.000338 0.25 -0.65 0.94
C 3.766812 5.105168 -0.178508 -0.50 -0.10 0.30
C 2.440161 5.391283 -0.488475 -0.10 0.28 -0.74
C 1.387227 5.075201 0.360979 0.13 0.43 -0.49
C -1.497780 4.412069 2.310777 0.36 -0.24 -0.16
C -1.941896 4.197918 0.987817 0.26 0.12 0.84
C -3.298170 4.121409 0.725699 -0.45 0.10 -0.25
C -4.216701 4.023666 1.769694 0.02 -0.29 0.08
C -3.763328 4.180131 3.070695 0.09 0.59 -0.28
C -2.441972 4.531781 3.312896 -0.56 -0.58 0.95
H 0.538907 5.378259 4.119519 -0.04 -0.23 -0.24
H 3.148067 3.498315 2.742807 0.30 -0.05 0.46
H 4.992091 4.116644 1.331260 0.00 0.23 -0.36
H 4.596718 5.414169 -0.801047 -0.16 -0.02 -0.12
H 2.178749 5.892858 -1.415781 0.23 0.04 0.06
H 0.392267 5.394981 0.078883 0.03 0.00 0.06
H -1.233718 4.132118 0.183821 0.11 0.05 -0.27
H -3.640826 4.203493 -0.299627 -0.02 -0.42 0.00
H -5.273408 3.801357 1.604493 0.36 0.25 -0.16
H -4.439843 4.121262 3.894867 -0.43 0.04 0.35
H -2.176430 4.803284 4.346893 0.09 -0.22 -0.52
C -4.421532 -5.327259 -1.958679 -0.47 0.21 0.34
C -3.829690 -4.691081 -0.689850 0.50 0.28 0.55
C -4.234120 -3.210257 -0.526169 -0.69 -0.24 -1.43
N -3.515771 -2.437696 0.491693 -0.33 0.89 0.41
C -3.332430 -1.107059 0.475816 0.82 -0.56 -1.50
S -3.364165 -0.212790 1.907632 1.26 0.63 0.45
N -3.052068 -0.420997 -0.695957 -0.45 0.16 0.86
C -2.478486 -0.813523 -1.954646 -0.83 1.07 -0.94
O -2.806332 -0.177628 -2.947405 0.49 -0.75 1.57
C -1.484885 -1.892370 -1.978992 0.16 -0.30 -0.90
C -1.219028 -2.434003 -3.249897 -0.30 0.04 0.58
C -0.262748 -3.399741 -3.391628 0.71 -1.16 -0.10
C 0.430444 -3.934345 -2.286136 -0.16 0.62 -0.76
C 0.183159 -3.364509 -1.044312 0.46 -0.46 0.38
C -0.744639 -2.346266 -0.902360 0.17 0.61 0.64
H -4.204569 -6.407657 -1.979387 -0.02 0.51 -0.09
H -4.011723 -4.838325 -2.853840 -0.11 -0.25 0.19
H -5.526985 -5.209651 -1.972389 0.63 -0.09 -0.05
H -2.730866 -4.733381 -0.723631 -0.19 -0.09 -0.04
H -4.140133 -5.253371 0.214961 0.10 0.26 -0.46
H -5.323594 -3.176323 -0.345478 0.38 0.14 0.34
H -4.123718 -2.671857 -1.484977 0.16 -0.36 0.36
H -3.538936 -2.775586 1.447706 -0.17 -0.23 -0.15
H -3.297300 0.578132 -0.626248 0.18 -0.73 -0.35
H -1.785596 -2.132371 -4.111958 -0.14 0.31 -0.09
H -0.067186 -3.794873 -4.387810 0.02 0.06 0.25
H 1.187369 -4.707189 -2.473674 -0.43 0.32 0.39
H 0.717470 -3.699344 -0.151903 -0.06 0.07 -0.35
H -0.790483 -1.830232 0.065942 -0.27 -0.36 -0.25
C 3.886393 -1.557782 -8.110466 -1.16 -0.45 0.36
C 3.153744 -0.895585 -6.922143 0.47 0.07 0.05
O 2.544816 -1.475535 -6.059793 0.41 -0.20 -0.77
S 3.287329 0.914127 -6.845512 0.22 -0.29 -0.70
C 2.350333 1.161718 -5.400633 -0.97 0.02 0.67
C 2.963213 1.791319 -4.322181 -0.37 -0.42 -0.37
C 2.257580 2.006641 -3.154747 0.01 0.19 -0.06
C 0.942278 1.522746 -3.032421 1.03 0.28 -0.84
C 0.327848 0.904028 -4.127688 -0.58 0.20 0.19
C 0.998214 0.760360 -5.309563 1.27 0.21 -0.09
C 0.301746 1.628227 -1.803453 -1.40 -0.16 2.70
C -0.309302 1.741082 -0.724792 0.75 -0.29 -0.52
H 3.441771 -2.566897 -8.079329 0.41 0.24 -0.34
H 4.976048 -1.657247 -7.991079 -0.45 0.37 0.13
H 3.625402 -1.085523 -9.080396 0.29 -0.10 0.70
H 3.997751 2.024765 -4.474748 0.36 0.47 0.40
H 2.703458 2.580468 -2.353858 0.03 -0.13 0.15
H -0.712614 0.628580 -4.029028 -0.05 -0.22 -0.07
H 0.560210 0.312326 -6.172671 -0.44 -0.20 -0.31
O 1.868933 2.353320 4.308960 0.08 -0.65 0.25
C 0.731417 2.563584 4.078028 0.52 1.30 -0.73
```
Positions in Å, forces in eV/Å.

Mulliken population analysis, charges in e, atoms 1 to 5: 1.078, -0.722, -0.417, -0.166, 0.477